Entry from the OMol25 dataset: 2 unconnected molecules or ions with the total composition C2H5NOS (wB97M-V/def2-TZVPD).

```
10
Properties=species:S:1:pos:R:3:forces:R:3
C 0.430 0.266 -1.080 -3.8 -1.1 -1.8
C -0.432 -0.797 1.263 -1.0 -0.1 0.0
N -3.426 0.518 0.146 1.4 -0.4 -0.7
O -2.732 0.365 -0.792 -0.8 0.3 0.7
S -0.723 -0.977 -0.364 0.9 0.5 0.9
H 1.189 -0.210 -1.624 0.3 -0.9 -1.8
H 1.009 0.760 -0.441 1.6 2.1 3.6
H -0.271 0.978 -1.575 1.0 -0.6 -0.3
H -0.976 -1.408 2.005 0.5 0.3 -0.7
H 0.120 0.074 1.594 -0.1 -0.1 0.1
```
Positions in Å, forces in eV/Å.

Computed properties:
LUMO (alpha / beta): -0.55 / -0.53 eV
gap between HOMO and LUMO (alpha / beta): 5.7 / 5.7 eV

=====

Entry from the OMol25 dataset: 10 unconnected molecules or ions with the total composition C35H80O20S5 (wB97M-V/def2-TZVPD).

```
140
Properties=species:S:1:pos:R:3:forces:R:3
C 5.773 -4.800 4.665 0.8 -0.1 -0.4
C 6.294 -5.261 3.290 -0.3 -0.6 0.6
O 7.268 -4.313 2.974 2.6 2.1 -2.4
S 7.867 -4.176 1.390 -0.2 -0.5 0.1
C 6.567 -3.068 0.734 0.7 -0.4 0.2
O 9.100 -3.347 1.409 -2.9 -2.4 0.4
O 7.780 -5.517 0.761 0.5 2.9 1.4
H 5.017 -5.465 5.081 -0.2 0.3 -0.2
H 5.504 -3.747 4.590 -0.7 -0.2 -0.1
H 6.608 -4.767 5.364 0.1 -0.3 0.0
H 6.835 -6.207 3.318 -0.6 -0.4 0.1
H 5.528 -5.272 2.514 -0.2 -0.2 0.1
H 6.806 -2.877 -0.312 0.2 0.2 0.2
H 6.688 -2.196 1.378 -0.2 0.1 -0.3
H 5.550 -3.460 0.758 0.3 -0.3 0.4
C 2.067 2.558 6.963 -1.7 0.9 0.8
C 1.808 4.011 6.613 1.2 0.1 -0.3
O 1.724 4.796 7.835 0.0 0.0 0.3
S 1.014 6.220 7.727 -0.4 0.8 0.4
C -0.772 5.648 7.606 1.0 1.3 0.0
O 1.121 6.906 9.032 0.1 -1.6 -2.9
O 1.508 6.837 6.478 -1.4 -0.9 2.4
H 1.125 2.200 7.378 0.0 -0.6 -0.1
H 2.750 2.522 7.811 0.6 -0.3 -0.6
H 2.300 2.038 6.033 0.4 -0.2 0.4
H 2.695 4.323 6.061 -0.2 0.6 -0.1
H 0.924 4.180 5.998 0.0 -0.2 0.0
H -1.290 6.605 7.547 -0.2 -0.1 -0.3
H -1.112 5.174 8.527 0.6 -0.1 0.0
H -0.941 5.023 6.729 0.1 0.2 0.1
C -5.725 -3.382 -1.037 -0.8 -0.7 -0.2
C -6.229 -4.304 -2.232 0.6 1.4 1.2
O -5.166 -4.430 -3.221 0.3 -1.2 -1.1
S -5.104 -5.716 -4.286 -1.2 -0.9 -0.2
C -6.684 -5.454 -5.217 0.9 0.2 0.9
O -4.024 -5.520 -5.245 -1.3 0.2 2.0
O -5.222 -6.983 -3.550 0.4 2.2 -0.9
H -5.408 -2.384 -1.340 0.3 -0.3 -0.5
H -5.015 -3.791 -0.318 0.3 -0.3 -0.6
H -6.592 -3.163 -0.414 -0.4 -0.2 -0.1
H -6.634 -5.264 -1.911 0.5 -0.1 0.1
H -7.064 -3.725 -2.628 0.1 -0.1 -0.6
H -6.613 -4.432 -5.589 -0.1 -0.2 -0.2
H -7.518 -5.562 -4.524 0.1 0.0 0.0
H -6.777 -6.194 -6.011 0.3 0.1 0.1
C -6.447 4.757 3.202 -0.2 -0.9 0.8
C -5.404 4.085 2.293 -0.4 1.3 0.7
O -6.044 3.159 1.422 -1.2 0.0 -0.8
S -6.760 3.736 0.077 -0.5 -0.9 -2.0
C -5.226 3.872 -0.962 -1.1 0.2 1.0
O -7.569 2.636 -0.467 1.5 1.8 1.4
O -7.386 5.053 0.212 1.2 -1.9 0.4
H -6.061 5.449 3.951 0.4 0.5 -0.6
H -6.859 4.003 3.873 -0.1 -0.5 -0.2
H -7.325 5.155 2.693 0.5 0.3 -0.3
H -4.831 4.809 1.714 0.0 0.1 -0.1
H -4.680 3.520 2.880 -0.2 -0.2 -0.1
H -4.850 4.878 -0.777 0.1 -0.1 -0.3
H -5.515 3.701 -1.999 0.0 0.1 0.2
H -4.538 3.113 -0.589 -0.1 0.1 -0.2
C 4.429 8.448 0.621 -0.3 0.0 0.5
C 5.031 9.391 1.655 1.8 -0.8 -1.6
O 4.173 10.516 1.681 -0.4 0.6 0.6
S 4.646 11.830 2.429 1.4 1.4 1.4
C 4.489 11.384 4.187 0.3 0.5 -0.6
O 6.087 12.053 2.171 -2.9 -0.4 0.1
O 3.629 12.844 2.202 1.5 -1.3 -0.3
H 4.061 8.965 -0.265 0.2 0.3 0.2
H 3.567 7.991 1.108 0.0 -0.4 -0.3
H 5.153 7.713 0.270 -0.1 -0.1 0.3
H 5.285 8.898 2.594 -1.1 0.1 0.5
H 6.042 9.668 1.356 -0.1 0.6 -0.5
H 5.015 12.160 4.744 0.1 0.1 -0.2
H 4.991 10.439 4.392 -0.3 0.0 -0.1
H 3.435 11.453 4.456 0.1 -0.4 -0.1
C 4.215 -3.124 -6.576 -0.1 0.3 -1.0
C 4.510 -1.642 -6.835 -0.1 0.8 0.1
C 3.778 -1.295 -8.161 2.1 -0.8 0.2
O 2.792 -2.268 -8.342 -0.3 -0.6 0.1
C 2.838 -3.198 -7.241 -0.2 0.1 0.0
H 4.301 -3.516 -5.563 -0.5 0.6 0.2
H 4.887 -3.801 -7.103 0.2 0.3 -0.5
H 5.569 -1.395 -6.914 0.0 0.0 0.1
H 4.057 -0.986 -6.091 0.2 -0.3 0.5
H 4.537 -1.444 -8.929 0.0 0.2 -0.5
H 3.449 -0.258 -8.227 -0.5 -0.1 0.2
H 2.689 -4.203 -7.637 -0.6 0.1 0.1
H 2.059 -2.820 -6.579 -0.2 -0.8 0.4
C 2.557 -9.023 -2.915 -1.1 -0.4 0.0
C 1.160 -8.641 -2.489 -1.3 -0.6 -0.5
C 1.238 -7.163 -2.006 0.9 -2.0 -0.2
O 2.659 -7.061 -1.713 0.2 0.5 0.3
C 3.359 -8.319 -1.920 0.9 1.7 0.2
H 2.714 -8.589 -3.902 0.4 -0.5 -0.1
H 2.694 -10.098 -2.799 0.1 0.0 -0.8
H 0.873 -9.375 -1.736 -0.3 0.5 0.5
H 0.497 -8.854 -3.327 -0.4 0.5 0.1
H 0.613 -6.974 -1.133 0.3 -0.1 0.3
H 0.910 -6.449 -2.761 0.5 0.0 -0.2
H 3.550 -8.829 -0.976 -0.4 -0.1 0.1
H 4.335 -8.148 -2.374 0.2 0.7 0.4
C -4.508 1.833 -8.940 1.3 -0.1 1.5
C -3.308 1.157 -8.214 0.4 -0.4 -0.4
C -3.836 -0.272 -7.947 -0.6 2.0 0.4
O -5.231 -0.015 -7.771 -2.0 -1.2 -0.3
C -5.710 1.283 -8.193 2.0 -0.2 0.2
H -4.429 1.453 -9.958 -0.5 0.6 -0.2
H -4.447 2.908 -8.766 0.0 0.1 -0.9
H -3.015 1.665 -7.296 -0.3 0.0 0.2
H -2.406 1.150 -8.826 0.0 0.0 -0.2
H -3.507 -0.676 -6.990 0.3 -0.1 -0.2
H -3.627 -0.982 -8.748 -0.2 0.0 -0.2
H -5.914 1.801 -7.257 0.0 0.4 -0.1
H -6.581 1.399 -8.838 -0.3 -1.2 0.1
C -1.675 -3.489 7.213 0.8 0.1 0.9
C -2.727 -2.685 7.957 -0.6 -0.5 -0.2
C -3.724 -2.429 6.837 1.3 1.3 -0.2
O -2.770 -1.996 5.773 -1.5 0.1 0.6
C -1.663 -2.895 5.791 -1.0 -0.5 0.1
H -1.944 -4.544 7.172 0.1 0.0 0.1
H -0.804 -3.360 7.856 0.6 -0.4 -0.7
H -2.284 -1.754 8.311 -0.2 0.2 -0.3
H -3.093 -3.180 8.858 -0.2 -0.3 -0.2
H -4.416 -1.624 7.085 0.2 0.3 -0.4
H -4.338 -3.274 6.526 0.3 -0.4 -0.1
H -0.784 -2.400 5.377 0.1 0.2 0.6
H -1.893 -3.705 5.099 0.1 -0.2 -0.2
C 1.181 0.587 -1.351 0.1 -0.2 -0.1
C 0.289 -0.115 -0.270 1.2 0.8 -0.3
C -0.033 1.087 0.632 0.0 -0.7 -0.9
O -0.165 2.205 -0.241 -0.3 0.0 -0.1
C 0.654 2.032 -1.414 -0.5 -0.5 0.4
H 1.202 0.047 -2.298 -0.5 0.2 -0.2
H 2.244 0.646 -1.118 0.0 -0.3 0.7
H 0.855 -0.880 0.260 -0.1 0.0 0.0
H -0.607 -0.578 -0.685 0.0 0.2 -0.1
H 0.805 1.264 1.306 -0.1 0.0 0.4
H -0.975 0.881 1.141 0.1 0.5 0.3
H 1.440 2.786 -1.380 0.1 -0.1 -0.1
H 0.036 2.201 -2.296 -0.1 0.1 0.0
```
Positions in Å, forces in eV/Å.

Computed properties:
LUMO: -0.25 eV
gap between HOMO and LUMO: 9.3 eV

=====

Entry from the OMol25 dataset: 2 unconnected molecules or ions with the total composition C5H11O2 (wB97M-V/def2-TZVPD).

```
18
Properties=species:S:1:pos:R:3:forces:R:3
C 0.493 -0.680 1.733 1.7 -0.6 -0.5
C 1.623 -0.791 0.597 -3.8 -0.4 0.5
C 0.772 0.551 2.534 1.7 -0.5 -1.4
H -0.537 -0.681 1.480 -0.8 0.3 -1.5
H 0.427 -1.466 2.452 0.8 -1.3 0.4
H 2.476 -0.314 0.920 2.0 0.7 0.9
H -0.089 1.064 2.699 -2.5 1.6 1.4
H 1.463 0.373 3.320 0.4 -0.1 1.1
H 1.270 -0.263 -0.268 -0.3 0.8 -0.4
H 1.795 -1.747 0.185 0.4 -1.6 0.1
H 1.255 1.198 1.834 0.5 0.9 -0.4
C -2.000 -0.145 -2.182 2.6 2.2 0.1
C -1.210 1.076 -2.953 0.9 -0.7 1.8
O -1.105 2.183 -2.400 -1.4 0.6 0.4
O -0.440 0.663 -3.822 0.2 -0.9 -2.1
H -2.645 -0.685 -2.829 -0.3 -0.7 -0.7
H -2.558 0.322 -1.361 0.4 -0.6 0.2
H -0.987 -0.659 -1.939 -2.4 0.2 0.2
```
Positions in Å, forces in eV/Å.

Computed properties:
LUMO (alpha / beta): 6.63 / 6.56 eV
total charge: -2
expectation value of S²: 0.7505
2S+1: 2
gap between HOMO and LUMO (alpha / beta): 2.7 / 8.1 eV

=====

Entry from the OMol25 dataset: a molecular structure, C31H41InN5S (wB97M-V/def2-TZVPD).

```
79
Properties=species:S:1:pos:R:3:forces:R:3
In -0.649 -0.621 0.512 2.0 2.7 1.2
N -0.606 -2.483 1.738 0.3 -1.1 0.6
N 0.541 -3.041 -1.051 -0.1 2.4 -1.6
C 2.148 1.465 0.147 -0.2 -0.6 1.3
C 2.998 0.375 0.482 -0.8 0.6 0.8
C 2.703 -0.020 1.815 -0.7 0.7 -0.7
C 3.347 -1.119 2.569 0.2 -0.3 0.3
H 4.177 -1.549 1.998 -0.1 -0.1 0.1
H 2.637 -1.929 2.798 0.2 0.0 0.0
H 3.752 -0.754 3.524 0.0 -0.2 0.0
C 1.655 0.805 2.299 0.3 0.2 -1.1
C 1.028 0.741 3.641 0.1 0.1 0.4
H 1.446 1.508 4.315 -0.1 -0.1 0.1
H 1.199 -0.238 4.108 -0.1 0.1 0.0
H -0.058 0.913 3.592 0.1 0.0 0.0
C 1.308 1.725 1.267 1.1 -0.7 0.0
C 0.273 2.783 1.359 -0.1 0.4 0.1
H -0.636 2.419 1.861 0.0 0.0 -0.1
H -0.018 3.135 0.360 -0.1 0.0 0.1
H 0.634 3.657 1.928 -0.1 0.0 -0.1
C 4.005 -0.265 -0.391 0.3 -0.3 -0.2
H 4.884 -0.576 0.192 0.0 0.0 -0.2
H 4.347 0.421 -1.175 0.0 -0.1 0.0
H 3.605 -1.170 -0.876 0.2 0.0 0.0
C 2.071 2.189 -1.141 -0.1 0.2 -0.3
H 1.114 1.995 -1.650 0.1 0.1 -0.1
H 2.877 1.881 -1.815 -0.1 0.1 -0.1
H 2.147 3.277 -0.989 0.0 -0.1 -0.2
C -1.328 -2.535 2.887 -0.6 -1.2 -0.8
H -1.363 -1.614 3.480 -0.2 -0.2 -0.4
C -2.001 -3.690 3.276 0.3 1.3 0.6
H -2.712 -3.642 4.097 0.2 -0.1 0.0
C -1.726 -4.891 2.609 0.9 -0.4 -0.9
H -2.272 -5.803 2.835 0.1 0.1 0.1
C -0.737 -4.892 1.647 -0.5 -0.3 0.8
H -0.383 -5.781 1.129 -0.4 0.0 0.2
C -0.193 -3.664 1.177 0.5 -0.2 -0.2
C 0.710 -3.769 0.092 -0.6 -0.7 1.4
H 1.225 -4.706 -0.106 -0.6 -0.1 0.2
C 0.002 -1.764 -1.206 1.4 -2.8 -1.2
C 0.889 -3.588 -2.292 -0.3 -0.2 1.4
H 1.353 -4.554 -2.361 -0.2 -0.1 -0.1
C 0.547 -2.696 -3.207 0.3 1.3 -0.6
H 0.641 -2.769 -4.271 0.0 0.2 -0.2
N 0.149 -1.525 -2.558 -0.6 -1.2 -0.6
C 0.193 -0.286 -3.265 0.0 0.7 -0.3
C 1.401 0.029 -3.925 -0.5 0.4 0.2
C 1.469 1.210 -4.667 -0.5 -0.2 0.0
H 2.396 1.461 -5.191 -0.3 -0.1 0.2
C 0.371 2.063 -4.772 0.0 -0.2 0.4
C 0.435 3.259 -5.669 0.0 0.3 -0.1
H 0.419 4.194 -5.096 0.0 -0.1 -0.1
H -0.419 3.269 -6.355 0.1 0.1 0.1
H 1.355 3.223 -6.260 -0.1 0.2 0.0
C -0.786 1.775 -4.046 0.2 -0.4 -0.2
H -1.637 2.460 -4.096 0.2 -0.2 0.0
C -0.912 0.582 -3.323 0.4 0.0 -0.2
C -2.225 0.249 -2.691 -0.5 0.2 0.3
H -2.557 -0.778 -2.885 0.2 0.1 0.0
H -2.995 0.928 -3.080 0.1 -0.2 0.0
H -2.222 0.405 -1.603 0.1 -0.1 -0.3
C 2.643 -0.799 -3.829 0.8 -0.1 -0.2
H 2.522 -1.843 -4.142 0.1 0.4 0.2
H 3.072 -0.788 -2.816 -0.3 -0.1 -0.2
H 3.399 -0.357 -4.491 -0.1 -0.1 0.2
C -3.312 1.375 4.611 0.3 0.0 0.1
N -2.811 0.859 3.343 0.2 -0.6 0.0
C -3.349 1.088 2.126 0.0 -2.5 -1.1
S -3.133 -0.073 0.829 -2.5 1.3 1.6
N -4.136 2.141 1.891 -0.4 1.1 -0.6
C -4.395 3.291 2.745 0.0 0.0 -0.2
H -4.405 1.309 4.674 0.2 0.0 0.0
H -2.979 2.408 4.767 -0.2 -0.3 0.1
H -2.886 0.770 5.418 0.0 0.1 -0.2
H -2.339 -0.046 3.385 -0.2 0.8 -0.1
H -4.472 2.176 0.929 0.3 0.0 0.6
H -4.824 4.076 2.121 0.1 -0.1 0.1
H -5.127 3.041 3.519 0.1 0.2 0.0
H -3.484 3.690 3.202 -0.2 -0.1 -0.1
```
Positions in Å, forces in eV/Å.

Computed properties:
LUMO: 2.41 eV
total charge: -1
gap between HOMO and LUMO: 3.6 eV

=====

It is found that the molar mass values, taken in the order of the records, are 91.135, 981.340, 103.141, 630.589 g mol⁻¹.
It is found that the max |F| values, taken in the order of the records, are 4.48, 4.07, 3.90, 3.57 eV/Å.
It is found that the E values, taken in the order of the records, are -16522.0700, -132709.1196, -9454.3704, -56268.4965 eV.